46
Properties=species:S:1:pos:R:3:lowdin_charge:R:1 method="wB97M-V/def2-TZVPD" spin_multiplicity=1 homo_energy_ev=-9.71 charge=+1 gap_ev=1.22
Mg -24.1003 18.7157 7.7822 1.216
Br -22.0393 20.2862 9.9559 -0.257
C -26.6301 22.7392 4.7223 -0.005
C -26.0777 22.6157 6.0595 -0.647
O -25.3822 21.6534 6.3817 -0.030
N -26.4783 23.5855 6.7839 0.045
C -25.9066 23.7595 8.1412 -0.023
H -27.5419 23.3344 4.6716 0.091
H -26.9129 21.7540 4.3514 0.092
H -25.9251 23.0567 3.9540 0.104
H -27.2375 24.1131 6.3773 0.149
H -26.1870 24.6896 8.6355 0.090
H -24.8240 23.6370 8.1083 0.090
H -26.3139 23.0405 8.8520 0.081
C -18.0142 23.1308 13.3219 -0.006
C -18.0621 21.9677 14.2624 -0.525
O -17.1700 21.7220 15.1228 0.000
N -19.1364 21.1020 14.1450 -0.020
C -19.2723 19.8878 15.0337 -0.046
H -16.9381 23.2410 13.1880 0.089
H -18.3435 24.0315 13.8400 0.091
H -18.5215 22.7984 12.4162 0.073
H -19.8775 21.2632 13.4780 0.109
H -19.4740 20.4987 15.9136 0.080
H -18.2944 19.4792 15.2885 0.079
H -20.0764 19.1870 14.8092 0.078
N -23.3847 25.1347 12.6687 -0.020
C -23.4858 26.4537 12.3450 -0.141
C -24.3917 26.9468 13.2328 -0.141
C -24.8571 25.9515 14.0975 -0.100
C -24.3133 24.7867 13.6137 -0.140
H -22.7909 24.4959 12.1593 0.139
H -22.9881 26.9702 11.5377 0.109
H -24.5752 28.0098 13.2870 0.096
H -25.7199 25.9886 14.7461 0.096
H -24.3634 23.7219 13.7870 0.104
N -16.6010 18.5359 8.4836 -0.020
C -15.3902 18.7235 7.8925 -0.166
C -14.5586 17.7243 8.2906 -0.123
C -15.3212 16.7155 9.0016 -0.065
C -16.6254 17.3096 9.1011 -0.137
H -17.3265 19.2381 8.5112 0.142
H -15.1422 19.6558 7.4069 0.107
H -13.4948 17.6751 8.1111 0.091
H -14.9169 15.7865 9.3755 0.082
H -17.4853 16.9884 9.6701 0.090